C49H128NO21Y | ωB97M-V/def2-TZVPD

Output
**Orbital gap**: 0.1970 hartree
**Total energy**: -3616.29543 hartree
**LUMO level**: -0.19748 Eh
**Net charge**: +2

XYZ file:
```
200
Properties=species:S:1:pos:R:3:forces:R:3
Y 14.3412 8.5721 0.5129 -4.23 -1.35 0.47
C 9.5888 9.4177 0.1875 -0.89 -0.47 0.02
C 9.6176 8.4486 1.4273 0.31 0.78 0.68
C 8.2379 7.7595 1.4820 -1.07 0.54 0.15
C 8.0755 6.5704 2.4149 1.32 0.49 -0.70
C 9.1763 5.6076 2.0216 -0.94 -0.97 1.35
C 10.6220 6.1436 2.0017 -0.48 0.41 0.51
N 10.6848 7.4474 1.2450 -1.55 -2.07 -0.72
O 11.9481 7.9399 1.0552 3.12 1.33 0.03
C 11.4321 4.9933 1.3063 0.30 0.92 0.48
C 11.1148 6.2509 3.5127 0.45 -0.15 -1.19
C 9.7381 9.3339 2.7144 1.07 0.12 -0.43
H 8.8092 10.1726 0.2896 0.21 0.29 0.62
H 9.1546 8.9170 -0.6779 0.29 -0.57 -0.17
H 10.4973 9.9067 -0.1640 0.24 -0.18 0.54
H 7.9387 7.5221 0.4611 0.11 -0.56 -0.11
H 7.4531 8.4514 1.7878 0.25 0.78 -0.06
H 7.0793 6.1294 2.3805 0.05 -0.05 -0.38
H 8.2245 6.7925 3.4716 -0.02 0.64 -0.02
H 8.8470 4.9880 1.1875 0.50 0.26 -0.49
H 9.1198 4.9337 2.8764 0.56 -0.77 -0.12
H 11.3452 5.0645 0.2221 -0.33 -0.17 0.06
H 11.1070 4.0281 1.6945 -0.46 -0.01 -0.29
H 12.4986 4.9763 1.5306 0.28 0.55 0.09
H 11.0573 5.2591 3.9613 0.25 -0.10 -0.04
H 10.6272 6.9188 4.2229 -0.49 0.22 -0.48
H 12.1501 6.5823 3.4334 0.17 -0.09 0.27
H 9.6905 8.8284 3.6789 -0.87 -0.29 -0.26
H 9.0606 10.1816 2.6118 -0.28 -0.18 0.42
H 10.7310 9.7723 2.8153 0.42 0.20 -0.54
C 12.7466 2.3904 4.2601 1.24 0.43 -0.40
C 14.2872 2.5027 4.0719 -1.18 -0.11 -0.36
C 14.7306 2.6320 2.6189 -0.99 -0.32 0.29
O 14.7486 3.6596 4.7842 -0.17 -0.12 0.06
H 12.3415 1.5517 3.6939 0.17 -0.26 0.30
H 12.2856 3.2674 3.8056 -0.08 0.26 0.25
H 12.5245 2.3266 5.3253 -0.22 -0.05 -0.17
H 14.7698 1.6032 4.4541 -0.09 -0.05 0.38
H 14.4652 3.6230 2.2506 0.67 0.37 0.11
H 14.1193 2.0135 1.9617 0.35 -0.61 0.06
H 15.7769 2.3268 2.6319 0.09 0.45 -0.83
H 15.7068 3.6196 4.7424 0.20 0.09 0.23
C 4.4932 2.9497 4.2613 0.53 0.41 0.20
C 5.5128 3.3896 5.3097 0.37 1.14 1.13
C 6.8944 3.7307 4.8082 -0.17 -0.98 -2.03
O 5.0775 4.5907 5.9551 -1.14 -0.48 -0.27
H 4.3451 3.7028 3.4874 0.43 0.26 -0.04
H 3.4890 2.8564 4.6750 0.22 -0.54 0.28
H 4.8836 2.0477 3.7900 -0.43 -0.26 0.01
H 5.6814 2.6554 6.0974 -0.56 -0.58 -0.06
H 6.7308 4.4524 4.0079 0.39 0.76 0.26
H 7.2972 2.8949 4.2361 0.33 -0.40 0.29
H 7.6043 4.0227 5.5821 -0.21 0.16 -0.05
H 5.8530 5.1159 6.1657 0.03 0.28 0.20
C 9.4653 13.1619 0.6634 0.50 0.48 -0.17
C 10.1978 14.5062 0.5867 -2.05 1.30 0.17
C 9.3582 15.6445 1.2647 0.93 0.56 -0.70
O 11.4484 14.4313 1.1832 1.58 -0.90 1.12
H 9.8430 12.4903 -0.1076 -0.10 -0.22 0.06
H 8.3902 13.2879 0.5352 0.18 0.19 -0.22
H 9.5918 12.7150 1.6494 0.23 -0.01 0.12
H 10.4414 14.8410 -0.4216 -0.92 -0.34 -0.54
H 9.8222 16.5961 1.0054 0.38 0.15 -0.08
H 9.4104 15.6536 2.3534 -0.33 -0.59 0.02
H 8.3574 15.8110 0.8663 -0.19 -0.68 0.20
H 11.9588 15.2044 0.9315 -0.03 0.13 0.09
C 12.5926 3.4996 -2.0147 -0.05 -0.06 1.87
C 14.0754 3.1955 -1.6639 -1.71 -0.18 -1.47
C 14.3724 1.7444 -1.7692 0.20 -1.66 0.55
O 14.8405 3.7993 -2.6575 1.65 2.00 -0.61
H 12.2522 4.5024 -1.7567 0.63 0.59 -0.57
H 11.9290 2.9878 -1.3176 -0.13 -0.83 -0.31
H 12.3722 3.2542 -3.0536 -0.02 -0.08 0.12
H 14.4119 3.5962 -0.7077 -0.24 0.14 0.09
H 13.7746 1.1412 -1.0860 0.17 -0.06 0.21
H 15.4372 1.5541 -1.6344 0.03 0.06 0.50
H 14.2074 1.3016 -2.7514 -0.49 0.44 -0.31
H 14.6264 3.4287 -3.5168 -0.09 -0.19 0.01
C 7.8141 8.4424 5.8324 0.27 -0.09 -0.35
C 8.1134 7.0117 6.3170 -1.23 0.81 1.40
C 9.1440 6.9515 7.4471 -0.11 0.39 -0.35
O 6.8497 6.4368 6.7971 1.27 -0.21 -0.96
H 7.1743 8.4878 4.9511 0.07 -0.45 -0.20
H 8.7414 8.9510 5.5688 0.09 0.12 0.07
H 7.2740 9.0738 6.5378 0.24 -0.26 0.54
H 8.5032 6.3947 5.5074 -0.54 -0.17 -0.10
H 9.2653 5.9276 7.8008 0.00 0.09 0.03
H 8.8707 7.6123 8.2697 -0.20 -0.13 0.14
H 10.0991 7.3352 7.0885 0.20 -0.14 -0.11
H 6.5217 6.8977 7.5727 0.18 0.24 0.09
C 7.7204 12.3847 5.0398 -1.03 1.25 0.99
C 6.9976 13.4982 4.2012 0.78 -1.34 -0.08
C 6.1128 12.8637 3.1261 0.16 0.80 -0.27
O 6.2467 14.3504 5.0389 0.01 -0.42 0.59
H 6.9519 11.8412 5.5894 -0.12 -0.45 -0.29
H 8.2661 12.8533 5.8588 0.29 0.26 -0.12
H 8.4094 11.7052 4.5380 -0.31 0.17 -0.46
H 7.7884 14.1128 3.7710 0.12 -0.06 -0.55
H 5.7553 13.6484 2.4594 0.01 0.15 -0.20
H 5.2010 12.4116 3.5164 0.28 -0.29 0.32
H 6.6776 12.1688 2.5047 -0.05 -0.21 0.08
H 5.6890 14.8983 4.4818 -0.07 0.09 -0.02
C 1.5684 9.9036 2.5620 -0.77 0.75 -0.30
C 2.8703 10.3270 1.8503 -1.55 0.61 0.74
C 4.0797 9.7177 2.4584 1.07 -0.96 0.05
O 2.7479 9.8896 0.5236 0.75 -0.79 -1.20
H 0.7074 10.3898 2.1033 0.09 0.63 -0.18
H 1.4731 10.1546 3.6185 0.41 -0.25 0.09
H 1.2664 8.8782 2.3488 0.84 -0.38 0.36
H 3.0143 11.4074 1.8373 -0.33 0.32 0.25
H 4.9330 9.8669 1.7969 0.05 -0.23 -0.28
H 3.8783 8.6541 2.5860 0.33 -0.18 -0.07
H 4.4452 10.0896 3.4156 -0.69 0.31 0.16
H 2.3046 10.5123 -0.0572 -0.12 0.17 0.37
C 10.4907 6.5431 -4.0070 -0.79 0.54 0.79
C 9.8912 6.8127 -2.6398 -1.96 -0.54 -0.31
C 9.1121 5.6313 -1.9955 1.48 0.23 -0.52
O 10.9316 7.3376 -1.8797 1.80 0.04 0.78
H 10.7779 7.5553 -4.2918 0.52 -0.29 -0.66
H 9.7112 6.1880 -4.6810 0.33 -0.20 -0.11
H 11.3300 5.8591 -3.8813 0.00 -0.04 -0.41
H 9.1715 7.6241 -2.7477 -0.31 0.16 -0.21
H 9.7608 4.7567 -2.0450 -0.03 -0.28 0.10
H 8.2292 5.4124 -2.5961 -0.11 0.13 0.24
H 8.9015 5.8056 -0.9404 -0.27 0.16 -0.13
H 10.6105 7.6792 -1.0420 -0.20 -0.12 0.75
C 6.1160 3.0630 0.9072 -0.88 0.01 0.74
C 5.5041 1.8477 0.2581 0.44 1.00 0.47
C 4.8434 2.1547 -1.0518 -0.90 -0.66 -0.32
O 6.5973 1.0098 0.0239 0.96 -1.47 -0.50
H 5.3587 3.5329 1.5346 -0.08 0.65 -0.50
H 6.5180 3.6807 0.1041 0.16 0.34 0.44
H 6.8509 2.7706 1.6572 0.38 0.04 -0.30
H 4.9015 1.2648 0.9546 -0.80 0.54 0.04
H 5.4707 2.6620 -1.7848 0.18 0.43 0.46
H 3.8923 2.6630 -0.8932 0.06 0.16 -0.22
H 4.6406 1.2046 -1.5459 -0.40 -0.15 0.00
H 6.1559 0.1782 -0.1636 0.74 -0.64 -0.32
C 5.5354 12.5649 -0.4767 -0.09 -0.80 -0.85
C 6.7034 11.6719 -0.9762 -0.86 -0.06 -0.11
C 6.3949 10.1900 -1.3114 0.36 0.53 0.81
O 7.2628 12.2274 -2.1814 0.19 0.20 0.81
H 5.0477 12.1815 0.4196 0.25 -0.02 0.14
H 4.7608 12.5688 -1.2435 -0.16 0.02 -0.15
H 5.8355 13.6054 -0.3529 0.23 -0.12 0.18
H 7.4494 11.7244 -0.1832 0.33 -0.18 -0.40
H 5.5646 10.0802 -2.0090 0.06 0.05 -0.04
H 6.2110 9.5645 -0.4379 -0.34 0.16 0.18
H 7.3237 9.8042 -1.7318 -0.16 -0.06 -0.37
H 6.5359 12.2360 -2.8085 -0.03 0.11 -0.28
C 13.8856 7.3860 -2.5522 0.69 0.14 -1.27
C 15.3468 7.7830 -2.6694 -0.32 -0.14 0.41
O 15.5281 8.8960 -1.7587 0.23 0.23 0.76
O 13.5515 7.1366 -1.1884 1.45 0.05 -0.72
H 13.6939 6.5565 -3.2328 0.11 -0.61 0.48
H 13.1742 8.1293 -2.9121 0.35 0.54 -0.13
H 15.6763 8.0185 -3.6814 -0.35 0.25 0.03
H 16.0311 7.0091 -2.3216 -0.27 -0.30 0.00
H 15.8948 9.6680 -2.1959 0.09 0.02 -0.09
H 12.6071 7.0130 -1.3088 -1.78 -0.27 0.90
C 9.0753 1.1131 2.6382 1.16 -1.01 -1.90
C 9.8467 0.8876 1.2961 -0.56 0.27 0.99
O 9.3580 1.7591 0.2956 0.87 0.44 -0.02
O 7.8520 0.4362 2.5657 -0.35 -0.01 0.95
H 8.9742 2.1922 2.7540 -0.01 0.18 0.31
H 9.7059 0.6698 3.4089 -0.40 0.07 0.41
H 9.7599 -0.1407 0.9452 -0.14 -0.25 0.32
H 10.9027 1.0437 1.5168 0.21 0.51 -0.49
H 8.4302 1.5505 0.1640 -0.34 -0.18 -0.27
H 7.3275 0.8341 1.8671 -0.15 -0.09 -0.31
C 12.9604 11.4041 1.1095 0.23 -0.02 1.18
C 13.3260 11.4094 -0.3532 0.35 1.68 0.36
O 13.1638 10.1267 -0.8614 -0.16 -1.27 -0.35
O 13.7750 10.4052 1.8546 0.43 0.13 -2.30
H 11.9221 11.1012 1.2446 -0.04 0.20 -0.09
H 13.1876 12.3405 1.6190 -0.41 0.21 -0.47
H 14.3409 11.7422 -0.5706 0.44 0.08 0.47
H 12.7282 12.1069 -0.9399 -0.42 0.16 0.53
H 12.8187 10.1974 -1.7544 -0.08 -0.57 -0.14
H 13.4892 10.3809 2.7707 -0.15 0.13 0.89
C 13.0772 10.2332 5.8526 -0.78 -1.23 0.68
C 12.5985 8.7727 5.7342 0.41 0.37 -0.14
O 13.5952 7.8494 5.2532 0.18 0.92 -0.20
O 13.5980 10.8026 4.6725 0.46 -0.36 -0.61
H 13.7983 10.3039 6.6669 0.02 0.17 0.03
H 12.1647 10.7954 6.0514 -0.07 -0.06 0.72
H 11.7275 8.7884 5.0790 -0.08 -0.40 -0.12
H 12.3365 8.4146 6.7298 -0.39 0.43 0.03
H 13.4251 6.9816 5.6271 -0.07 -0.14 -0.02
H 13.9072 11.6527 4.9941 0.27 0.33 -0.57
C 16.1514 6.3095 1.8930 0.47 -0.49 3.24
C 15.0974 6.5822 2.9753 0.68 -0.95 0.42
O 14.6110 7.8855 2.8064 0.47 0.93 -2.28
O 15.5796 6.6081 0.6519 0.32 0.00 -0.74
H 16.4616 5.2666 1.9573 -0.39 -0.22 -0.17
H 17.0860 6.8415 2.0706 -0.11 0.58 -0.11
H 15.4513 6.5494 4.0058 0.64 -0.49 -0.21
H 14.3064 5.8344 2.9191 -0.24 0.08 -0.25
H 14.2763 8.1882 3.6537 -0.68 0.16 0.93
H 16.0441 5.9896 0.0834 -0.48 0.13 -1.10
```
Positions in Å, forces in eV/Å.